Entry 1:
Entry from the Open Molecules 2025 dataset: a structure of composition C27H26Br3N6O5Tc (wB97M-V/def2-TZVPD).

Last column: Mulliken spin population.
Atoms and positions in Å:
Tc -0.041 0.078 0.214  1.86
Br -0.854 8.484 -6.011  0.01
Br 0.933 -0.158 -2.272  -0.01
Br 2.711 -2.721 -1.417  0.00
O -1.915 0.014 -0.483  0.07
O 2.767 2.847 6.549  0.00
O 1.773 0.311 0.923  0.05
O 4.655 3.237 5.575  0.00
O -0.752 0.369 2.095  0.02
N -0.568 -4.705 1.790  0.00
N -4.299 4.922 -1.228  0.30
N 3.526 2.807 5.608  0.00
N -0.406 2.133 -0.158  0.00
N -4.076 6.027 -1.610  0.26
N -0.038 -2.130 0.528  -0.02
C 3.956 1.789 3.385  -0.01
C 3.046 2.114 4.392  0.01
C -3.093 7.927 -2.624  0.05
C -2.072 6.321 -4.679  -0.01
C -1.346 -4.251 0.577  0.00
C 0.702 -2.574 1.737  0.00
C 2.162 0.880 2.061  0.00
C -2.346 8.505 -3.625  -0.02
C -3.609 3.734 -1.054  0.08
C -4.396 2.588 -1.079  0.07
C 2.697 -0.975 -2.208  0.00
C 0.810 -4.088 1.821  0.00
C 1.725 1.818 4.282  0.00
C 0.416 3.156 -0.029  0.00
C -1.399 -2.733 0.542  0.00
C -1.321 4.728 -0.538  0.00
C -0.018 4.478 -0.206  0.01
C -2.211 3.648 -0.734  0.00
C -2.513 1.181 -0.652  0.08
C 3.518 1.164 2.238  0.02
C 1.254 1.198 3.104  0.02
C -1.706 2.361 -0.522  0.04
C -2.795 5.734 -3.670  0.03
C -0.130 0.884 3.054  -0.01
C -3.857 1.317 -0.920  -0.02
C -3.285 6.541 -2.629  0.08
C -1.838 7.703 -4.646  0.05
H 2.999 -1.054 -3.245  0.00
H -2.342 -4.687 0.627  0.00
H 4.212 0.891 1.453  0.00
H 1.307 -4.406 2.735  0.00
H -3.532 8.526 -1.836  0.00
H -0.498 -5.726 1.805  0.00
H 1.054 2.055 5.100  0.00
H 5.001 2.034 3.526  0.00
H -0.830 -4.658 -0.292  0.00
H -5.459 2.710 -1.250  -0.01
H 0.684 5.287 -0.060  0.00
H -4.484 0.438 -0.984  0.00
H -1.659 5.750 -0.634  0.01
H 0.179 -2.178 2.610  0.00
H 1.703 -2.147 1.723  0.00
H -2.174 9.572 -3.638  0.00
H -3.020 4.675 -3.695  0.00
H 1.350 -4.497 0.968  0.00
H -1.701 5.733 -5.506  0.00
H 3.328 -0.315 -1.631  0.00
H -1.924 -2.344 1.418  0.00
H 1.439 2.934 0.248  0.00
H -0.725 1.085 3.948  0.00
H -1.078 -4.446 2.638  0.00
H -1.955 -2.407 -0.332  0.00
H 0.465 -2.501 -0.281  0.00

**Net charge**: +3
**ΔE to the lowest compared entry with this formula, charge and spin**: 0.000 eV
**Calculated total energy**: -259897.14651 eV
**Multiplicity**: 4
**Expectation value of S²**: 3.780

Entry 2:
Entry from the Open Molecules 2025 dataset: the ion C6H9N2 with charge +1 (wB97M-V/def2-TZVPD).

Last column: Mulliken charge in e.
Atoms and positions in Å:
N -0.479 0.894 0.265  -0.23
N 0.433 -1.218 0.850  -0.12
C 1.702 0.224 -0.492  -0.04
C 0.715 0.256 0.570  0.00
C -1.520 0.437 -0.092  0.59
C 2.960 -0.028 -0.409  -0.81
C -2.920 0.750 -0.415  -1.05
C -0.613 -1.809 0.558  -0.31
H 1.255 -1.616 1.482  0.36
H 3.403 -0.142 -1.372  0.27
H -3.685 0.372 0.228  0.33
H 1.030 0.710 1.494  0.47
H 3.534 -0.170 0.496  0.28
H -0.753 -2.868 0.762  0.34
H -2.967 1.842 -0.349  0.34
H -3.127 0.448 -1.415  0.32
H 1.080 0.376 -1.376  0.26

**Net charge**: +1
**ΔE to the lowest compared entry with this formula, charge and spin**: 5.326 eV
**Calculated total energy**: -9336.92708 eV

Entry 3:
Entry from the Open Molecules 2025 dataset: an isolated molecule of C6H13N2 (wB97M-V/def2-TZVPD).

Last column: Mulliken spin population.
Atoms and positions in Å:
N -0.291 -0.995 0.103  0.12
N -1.370 1.128 -0.318  0.00
C -1.025 0.793 -1.691  0.00
C 1.458 0.312 1.895  0.83
C 0.113 -1.909 1.247  -0.03
C 0.479 0.743 -2.106  0.00
C 1.096 -0.722 0.959  -0.02
C -1.273 -0.044 0.661  0.05
H -1.529 1.562 -2.296  0.00
H -2.249 -0.561 0.740  0.00
H -1.046 0.386 1.657  -0.04
H -0.565 -2.005 2.099  0.00
H 1.634 0.174 2.952  0.02
H -1.462 -0.181 -1.940  0.00
H 1.842 1.263 1.379  0.00
H 1.008 0.103 -1.376  0.00
H -0.778 1.810 0.039  0.00
H 0.510 -2.891 0.983  0.00
H 1.901 -1.053 0.196  0.06
H 0.627 0.341 -3.115  0.00
H 0.921 1.747 -2.069  0.00

**Net charge**: 0
**ΔE to the lowest compared entry with this formula, charge and spin**: 1.700 eV
**Calculated total energy**: -9408.53184 eV
**Multiplicity**: 2
**Expectation value of S²**: 0.757

Entry 4:
Entry from the Open Molecules 2025 dataset: a structure of composition C29H33Cl2N6O8RuS (wB97M-V/def2-TZVPD).

Last column: Mulliken spin population.
Atoms and positions in Å:
Ru 0.510 -1.872 0.546  1.04
Cl 3.936 2.944 -0.769  0.00
Cl -0.982 4.463 0.995  0.00
S 2.860 -1.711 0.484  -0.05
O -0.498 -0.398 -1.000  0.02
O 1.200 0.475 0.062  0.04
O 1.103 -3.590 1.573  -0.01
O -3.486 -1.958 1.910  0.00
O 0.685 -2.956 -1.153  0.02
O 1.883 -4.820 -1.504  0.00
O -1.435 -2.841 2.001  0.00
O -0.389 -4.968 0.656  0.00
N -0.090 -0.683 2.239  -0.01
N -3.715 2.198 -0.414  0.00
N 1.250 -6.973 0.606  0.00
N -4.378 0.722 1.249  0.00
N 1.210 4.027 -1.159  0.00
N -3.918 -0.058 -0.861  0.00
C 1.748 -3.604 -1.528  -0.01
C -3.991 0.963 0.007  0.00
C 0.047 3.694 -1.942  0.00
C -0.120 2.403 -2.463  0.00
C -1.900 4.455 -3.142  0.00
C 1.452 3.571 0.132  0.00
C 1.617 -5.914 1.536  0.00
C -4.087 1.571 2.400  0.00
C -2.236 -1.895 2.018  0.00
C 2.074 2.612 2.727  0.00
C 0.841 1.293 -2.138  0.00
C -3.514 0.719 3.551  0.00
C -1.181 2.173 -3.340  0.00
C 0.545 3.644 1.190  0.00
C 0.736 -4.719 1.250  0.02
C 3.302 -1.703 -1.217  0.01
C -1.567 -0.497 2.210  -0.01
C 3.023 2.562 1.718  0.00
C -2.069 3.183 -3.674  0.00
C 0.465 0.424 -0.939  -0.05
C -0.837 4.706 -2.291  0.00
C 2.712 3.040 0.464  -0.01
C 2.810 -2.694 -2.073  0.00
C 4.227 -0.784 -1.705  -0.01
C 0.839 3.171 2.459  0.00
C 3.257 -2.777 -3.382  0.01
C 4.186 -1.861 -3.859  -0.01
C 4.669 -0.867 -3.018  0.00
C -2.038 0.290 3.441  0.00
H 0.914 0.616 -2.992  0.00
H 2.653 -5.574 1.485  0.00
H -1.794 -0.300 4.330  0.00
H -3.200 2.323 -1.272  0.00
H 4.001 2.136 1.888  0.00
H 2.051 3.984 -1.717  0.00
H 1.620 -7.869 0.889  0.00
H -1.289 1.186 -3.777  0.00
H -2.579 5.254 -3.409  0.00
H 0.220 -1.062 3.129  0.00
H 1.834 1.682 -1.938  0.00
H -2.883 2.983 -4.359  0.00
H -1.421 1.195 3.495  0.00
H 1.408 -6.234 2.559  0.00
H 4.533 -1.924 -4.882  0.00
H -3.367 2.348 2.127  0.00
H -3.612 1.301 4.470  0.00
H -1.748 0.091 1.308  0.01
H 4.597 -0.012 -1.042  0.00
H 5.394 -0.152 -3.387  0.00
H 2.875 -3.562 -4.022  0.00
H -3.649 2.949 0.249  0.00
H 0.370 0.212 2.081  0.00
H 1.602 -6.738 -0.319  0.00
H 2.307 2.246 3.717  0.00
H -5.002 2.069 2.727  0.00
H -4.319 -0.287 1.480  0.00
H -3.309 0.066 -1.657  0.00
H -0.347 -5.920 0.403  0.00
H -4.146 -0.162 3.672  0.00
H -3.901 -0.983 -0.446  0.00
H 0.098 3.285 3.239  0.00
H -0.669 5.696 -1.887  0.00

**Net charge**: 0
**ΔE to the lowest compared entry with this formula, charge and spin**: 1.417 eV
**Calculated total energy**: -94394.71173 eV
**Multiplicity**: 2
**Expectation value of S²**: 0.764

Entry 5:
Entry from the Open Molecules 2025 dataset: an isolated molecule of C6H6O (wB97M-V/def2-TZVPD).

Last column: Mulliken charge in e.
Atoms and positions in Å:
O -0.164 2.154 -0.438  -0.51
C 0.446 -0.489 -0.786  -0.11
C -0.137 -1.820 2.422  0.29
C -0.021 1.382 0.725  -0.46
C 0.536 -0.739 -2.061  -0.79
C 0.189 -0.104 0.442  0.40
C 0.012 -1.045 1.511  -0.68
H -0.964 1.475 1.271  0.33
H 0.780 1.764 1.375  0.28
H -0.274 -2.520 3.217  0.42
H 1.468 -0.940 -2.581  0.27
H -0.386 -0.732 -2.635  0.24
H 0.639 2.061 -0.968  0.33

**Net charge**: 0
**SMILES**: C#CC(=C=C)CO
**ΔE to the lowest compared entry with this formula, charge and spin**: 3.713 eV
**Calculated total energy**: -8362.79313 eV

| no. | largest force on an atom (eV/Å) |
| --- | --- |
| 1 | 0.47 |
| 2 | 4.11 |
| 3 | 4.46 |
| 4 | 0.94 |
| 5 | 0.50 |